[1]
DFT (ωB97M-V with the def2-TZVPD basis set) results for a cluster of 2 separate species, C11H8Br3F5O3 in total at a distorted geometry.

Geometry as XYZ:
```
30
C11H8Br3F5O3 (ωB97M-V with the def2-TZVPD basis set)
Br 3.366 4.047 -6.318
Br -4.471 -0.665 3.054
Br 0.506 2.019 -5.162
F -0.313 -0.851 4.277
F 1.487 0.967 -1.307
F 0.896 -2.662 3.924
F 1.491 1.668 0.800
F -0.304 2.028 -0.426
O -2.886 -1.500 5.215
O -1.384 -2.865 4.206
O -3.479 -2.192 3.190
C -0.756 -1.047 -0.647
C 0.164 -0.578 1.649
C -1.419 -2.261 -0.201
C -1.279 -2.631 1.215
C 0.023 -0.211 0.253
C -0.504 -1.804 2.119
C 2.198 2.408 -4.279
C -2.576 -2.136 4.261
C -0.336 -2.109 3.653
C 0.713 1.122 -0.189
C 2.632 3.829 -4.526
H 3.442 4.105 -3.852
H -0.886 -0.767 -1.722
H 0.761 0.040 2.359
H 2.008 2.244 -3.219
H 1.822 4.548 -4.426
H 2.916 1.672 -4.632
H -1.793 -3.538 1.624
H -2.039 -2.882 -0.892
```

Computed properties:
- Kohn-Sham gap: 0.325 Ha
- Relative energy (zero: lowest compared OMol25 entry of this formula, charge and spin): 0.0 kJ/mol
- SMILES: O=C(OBr)OC(F)(F)c1cccc(C(F)(F)F)c1.BrCCBr
- Spin multiplicity: 1
- E_LUMO: -1.299 eV
- Calculated total energy: -241392.1257 eV

[2]
DFT (ωB97M-V with the def2-TZVPD basis set) results for a cluster of 13 separate species, C58H104N2O24S10 in total at a distorted geometry.

Geometry as XYZ:
```
198
C58H104N2O24S10 (ωB97M-V with the def2-TZVPD basis set)
S 2.586 0.865 3.322
S -5.902 -0.292 -3.481
S -7.317 -2.426 1.707
S 4.455 4.434 -4.445
S -2.963 5.536 -0.642
S 2.796 -1.638 -3.767
S 4.540 -3.316 4.116
S -4.739 1.191 2.819
S 6.543 -0.352 -0.312
S -1.945 1.270 -4.653
O 5.218 -4.508 4.556
O 4.784 -2.077 4.818
O 0.512 0.646 -1.669
O -2.675 2.414 -5.141
O 1.486 -4.646 -1.766
O 1.978 1.229 4.581
O -6.367 -1.643 -3.228
O 4.304 5.238 -5.625
O -5.054 1.188 1.414
O -5.093 -0.003 -4.631
O 2.560 -0.477 2.798
O -2.253 0.736 -3.350
O -8.012 -3.519 2.335
O -4.205 4.903 -0.291
O 2.976 -0.226 -3.528
O -2.877 6.892 -1.114
O -4.442 -0.031 3.524
O 5.754 4.018 -3.972
O 0.459 -6.488 -2.325
O 1.462 -2.191 -3.835
O -7.584 -1.069 2.116
O 5.910 -0.108 0.966
O 2.038 -0.194 -0.434
O 6.643 -1.707 -0.796
N 0.871 0.028 -0.698
N 0.459 -5.295 -2.055
C -1.469 -0.157 0.002
C 4.865 -3.255 -3.294
C -0.706 -1.939 2.039
C -6.477 -3.517 -0.549
C 6.247 2.036 -1.411
C -5.909 1.706 -1.720
C 3.161 0.142 7.930
C -1.988 4.412 -1.699
C -7.319 0.795 -3.507
C -2.056 -2.557 -2.273
C -3.212 -3.277 -2.584
C -5.187 -3.161 0.205
C -0.151 -0.544 0.160
C -1.963 -5.321 -2.387
C -3.402 2.356 3.128
C -3.170 -4.658 -2.589
C -1.869 -0.046 -5.883
C -7.530 -2.525 -0.094
C -5.213 0.376 -1.938
C 0.239 -1.355 1.199
C -0.618 4.292 -1.032
C 3.544 -3.559 1.621
C -5.137 2.765 4.878
C -0.814 -4.588 -2.150
C 0.367 -1.784 6.059
C 3.582 5.222 -3.060
C 3.715 -2.603 -2.532
C 3.196 2.524 1.337
C -5.949 2.122 3.760
C 4.361 -3.447 -4.726
C 2.606 4.156 -2.543
C 2.874 2.761 -3.130
C 8.071 0.650 -0.445
C 1.006 -0.733 6.958
C -0.905 4.181 0.464
C 2.788 -3.645 3.929
C -3.822 3.285 4.272
C 5.649 0.670 -1.552
C 2.790 -4.418 2.622
C 4.799 -3.021 2.342
C -1.830 5.349 0.772
C -0.858 -3.205 -2.088
C 4.306 1.477 3.314
C -0.423 -0.105 -6.364
C -7.360 1.515 -2.158
C -1.098 -1.589 5.733
C -0.191 1.712 -4.782
C -2.027 -1.558 1.891
C -5.540 -2.750 1.640
C 1.961 2.022 2.075
C 3.763 -2.131 -5.199
C -1.828 -2.898 5.445
C 2.484 -1.009 7.210
C 0.178 1.299 -6.183
C 3.370 2.999 -4.539
C -2.405 -0.645 0.912
C 7.766 1.839 -1.333
C 4.375 2.618 2.315
H 3.147 -2.147 -6.091
H -0.002 4.317 1.068
H -5.377 2.507 -2.240
H 1.275 -1.639 1.296
H 0.910 -1.770 5.099
H 1.516 2.796 2.703
H -4.138 0.230 -2.025
H 5.795 -3.405 2.126
H -5.111 -1.773 1.885
H -5.764 3.560 5.276
H -4.126 -2.730 -2.772
H 5.974 2.671 -2.254
H 0.490 -0.772 7.927
H 2.934 3.480 0.883
H 5.947 0.144 -2.464
H -8.580 -2.758 -0.239
H -0.278 1.947 -6.942
H -7.013 1.601 -4.186
H -4.882 2.038 5.652
H -1.318 3.208 0.743
H 3.942 -4.122 0.770
H 4.467 1.826 4.332
H 4.596 0.482 -1.341
H -4.020 -5.260 -2.890
H 3.691 2.283 -2.578
H 2.500 -1.926 7.808
H -5.817 1.975 -0.668
H 4.537 -1.369 -5.299
H 5.213 -4.219 -2.931
H 0.629 -2.789 6.422
H 4.011 -1.988 -1.684
H 1.783 -4.628 2.238
H 5.894 2.560 -0.515
H 3.204 -5.422 2.735
H 0.842 0.248 6.512
H 2.446 -4.132 4.835
H 3.407 1.786 0.558
H -6.777 -4.549 -0.353
H 0.092 -2.699 -1.964
H 3.052 -3.370 -2.131
H 2.341 -2.672 3.717
H -6.300 -3.468 -1.624
H -0.074 2.739 -4.454
H -1.488 -3.485 4.581
H -1.250 6.274 0.782
H -2.123 -1.478 -2.230
H -2.904 -2.776 5.293
H 8.108 1.584 -2.342
H 2.547 3.366 -5.168
H 5.737 -2.598 -3.272
H 4.269 5.541 -2.286
H -6.875 1.598 3.955
H -0.335 -2.650 2.765
H 8.302 0.864 0.599
H 3.122 1.077 7.370
H -1.712 -3.549 6.317
H -4.616 -2.359 -0.257
H 1.186 1.453 1.566
H 3.798 2.163 -5.086
H -1.890 -6.397 -2.458
H -3.041 3.328 5.025
H -5.249 -3.352 2.500
H -1.676 -1.184 6.574
H -3.990 4.299 3.908
H -0.361 -0.428 -7.400
H -1.180 -0.859 4.923
H 3.029 -2.743 1.118
H 8.848 -0.002 -0.836
H -6.187 2.954 3.081
H 3.021 6.059 -3.462
H -8.198 0.364 -3.972
H -0.032 5.160 -1.345
H -2.445 1.836 3.181
H 3.648 -4.251 -4.906
H -4.522 -4.024 0.272
H 8.277 2.769 -1.095
H 0.322 1.040 -4.083
H 0.152 -0.801 -5.750
H -7.871 0.923 -1.395
H 4.164 -0.138 8.254
H -7.265 -1.559 -0.525
H -0.122 3.401 -1.428
H -2.842 -1.990 2.464
H 4.897 -1.942 2.238
H 5.232 -3.687 -5.346
H -5.594 -0.318 -1.183
H 2.017 2.110 -3.014
H -2.447 5.312 1.667
H 4.918 0.589 3.174
H 1.575 4.417 -2.796
H -2.607 0.083 -6.668
H 2.627 4.112 -1.451
H -2.139 -0.947 -5.331
H 5.315 2.653 1.769
H 1.240 1.345 -6.423
H -7.888 2.453 -2.303
H -1.777 0.451 -0.843
H 2.998 -1.210 6.269
H -2.041 4.742 -2.733
H -3.258 2.958 2.230
H 4.308 3.569 2.847
H -2.522 3.462 -1.598
H -3.440 -0.422 0.685
H 2.621 0.385 8.859
```

Computed properties:
- Kohn-Sham gap: 0.328 Ha
- Spin multiplicity: 1
- E_LUMO: -0.908 eV
- Calculated total energy: -222297.7864 eV

[3]
DFT (ωB97M-V with the def2-TZVPD basis set) results for a cluster of 2 separate species, C2H2NO2 in total at a distorted geometry.

Geometry as XYZ:
```
7
C2H2NO2 (ωB97M-V with the def2-TZVPD basis set)
O 2.365 0.598 -0.069
O 1.035 -1.235 -0.257
N -0.331 0.999 -0.263
C -1.238 0.288 0.107
C 1.488 -0.168 -0.168
H -2.256 0.510 0.505
H -1.064 -0.991 0.145
```

Computed properties:
- Kohn-Sham gap: 0.240 Ha
- Relative energy (zero: lowest compared OMol25 entry of this formula, charge and spin): 139.9 kJ/mol
- Spin multiplicity: 1
- E_LUMO: 4.351 eV
- Calculated total energy: -7690.9728 eV
- Net charge: -1

[4]
DFT (ωB97M-V with the def2-TZVPD basis set) results for a cluster of 2 separate species, H4N2O2Si in total at a distorted geometry.

Geometry as XYZ:
```
9
H4N2O2Si (ωB97M-V with the def2-TZVPD basis set)
Si 0.542 1.058 0.287
O 0.606 -0.054 2.879
O 1.667 -0.898 1.164
N 1.884 1.843 0.187
N 0.929 -0.049 1.707
H 2.474 2.355 -0.488
H -2.810 -1.072 -2.222
H -0.968 0.796 -0.002
H -2.109 -0.845 -2.187
```

Computed properties:
- Kohn-Sham gap: 0.362 Ha
- Relative energy (zero: lowest compared OMol25 entry of this formula, charge and spin): 307.0 kJ/mol
- SMILES: [H]/N=[SiH]/[N+](=O)[O-].[H][H]
- Spin multiplicity: 1
- E_LUMO: -0.514 eV
- Calculated total energy: -15012.4843 eV

[5]
DFT (ωB97M-V with the def2-TZVPD basis set) results for the molecule C2H2N4O6 at a distorted geometry.

Geometry as XYZ:
```
14
C2H2N4O6 (ωB97M-V with the def2-TZVPD basis set)
O 2.060 0.086 -0.222
O -1.838 -1.629 0.338
O -1.325 2.130 -0.018
O -0.366 0.791 2.162
O -0.176 -2.164 -0.831
O -1.987 0.841 -1.633
N 0.835 0.075 -1.091
N -1.327 1.110 -0.638
N 1.606 0.099 1.120
N -0.894 -1.384 -0.317
C -0.276 0.051 -0.281
C 0.281 0.401 1.239
H 0.986 -0.878 -1.519
H 2.420 0.469 1.691
```

Computed properties:
- Kohn-Sham gap: 0.353 Ha
- Relative energy (zero: lowest compared OMol25 entry of this formula, charge and spin): 32.8 kJ/mol
- SMILES: O=C1NONC1([N+](=O)[O-])[N+](=O)[O-]
- Spin multiplicity: 1
- E_LUMO: -0.767 eV
- Calculated total energy: -20341.7256 eV

[6]
DFT (ωB97M-V with the def2-TZVPD basis set) results for a structure of composition C31H34BCrN9O2.

Geometry as XYZ:
```
78
C31H34BCrN9O2 (ωB97M-V with the def2-TZVPD basis set)
Cr -1.749 0.294 0.109
O -0.913 -0.745 -1.557
O -2.041 -1.762 0.008
N 0.000 1.456 2.516
N -0.394 3.649 4.506
N -2.539 1.588 2.604
N 0.142 0.551 1.501
N -1.437 2.293 -0.120
N -1.230 3.048 0.986
N -3.001 0.784 1.613
N 0.819 -2.107 -2.924
N -1.236 3.546 3.438
C -0.896 -5.544 -1.395
C 0.249 -3.247 -2.434
C -1.372 2.536 -2.578
C -0.865 4.283 0.617
C -4.456 0.739 3.299
C 0.652 -4.509 -2.907
C 3.247 -3.713 -2.173
C 2.031 -0.946 -4.579
C -2.180 4.526 3.469
C 3.145 -0.768 -5.354
C 4.255 -1.588 -5.146
C -1.284 -1.823 -0.981
C -1.223 3.068 -1.186
C -0.781 -3.143 -1.470
C 2.012 -1.973 -3.611
C 1.795 -1.113 0.754
C -3.406 1.577 3.621
C -0.809 4.701 5.186
C -0.103 5.132 6.439
C -4.948 -0.687 1.162
C 5.541 -3.360 -3.920
C -0.859 4.348 -0.763
C -1.938 5.294 4.573
C -4.160 0.253 2.022
C 1.075 1.405 3.330
C 1.932 0.442 2.849
C -1.321 -4.292 -0.950
C 0.077 -5.646 -2.386
C 4.282 -2.560 -4.146
C 3.156 -2.763 -3.341
C 1.303 -0.061 1.702
B -1.220 2.418 2.427
H 2.881 0.144 3.269
H -4.856 -1.716 1.513
H -0.590 1.807 -2.802
H 1.036 -1.329 0.002
H -0.105 4.335 7.184
H -4.603 -0.653 0.131
H 2.697 -0.774 0.236
H 6.018 -3.081 -2.977
H 4.199 -3.573 -1.661
H -0.627 5.205 -1.377
H 0.376 -6.618 -2.758
H -2.337 2.042 -2.712
H -6.004 -0.419 1.178
H -1.337 -6.440 -0.979
H -0.593 6.003 6.870
H 2.455 -3.561 -1.441
H -1.301 3.347 -3.302
H 3.210 -4.758 -2.496
H 1.139 2.060 4.183
H -2.089 -4.199 -0.193
H 0.937 5.391 6.235
H 0.298 -1.250 -2.670
H 1.139 -0.344 -4.727
H 6.259 -3.179 -4.718
H 1.387 -4.563 -3.700
H -2.947 4.595 2.708
H 5.341 -4.432 -3.878
H -3.224 2.162 4.511
H 5.135 -1.453 -5.764
H -0.639 5.037 1.356
H -2.486 6.164 4.905
H 3.160 -0.007 -6.124
H 2.042 -2.037 1.283
H -5.321 0.513 3.904
```

Computed properties:
- Kohn-Sham gap (alpha / beta): 0.274 / 0.168 Ha
- Spin multiplicity: 6
- E_LUMO (alpha / beta): -2.802 / -6.208 eV
- Calculated total energy: -79302.4802 eV
- Net charge: +1
- <S²>: 8.804

[7]
DFT (ωB97M-V with the def2-TZVPD basis set) results for the ion C4H14N3 with charge +1 at a distorted geometry.

Geometry as XYZ:
```
21
C4H14N3 (ωB97M-V with the def2-TZVPD basis set)
N -1.946 0.088 2.144
N -0.711 -0.648 -0.260
N 2.030 0.670 -1.322
C 0.570 -1.204 -0.759
C 1.324 -0.478 -1.850
C -0.298 0.640 0.515
C -1.388 1.147 1.364
H 2.378 1.382 -1.967
H -2.653 0.289 2.859
H 0.506 0.332 1.195
H 0.664 -0.299 -2.721
H 0.400 -2.215 -1.214
H -1.231 -0.388 -1.064
H 2.042 -1.184 -2.333
H 1.264 -1.403 0.062
H 0.069 1.458 -0.064
H -1.196 -1.435 0.309
H -1.315 -0.542 2.652
H 2.580 0.365 -0.529
H -2.258 1.584 0.906
H -0.831 1.842 2.077
```

Computed properties:
- Kohn-Sham gap: 0.366 Ha
- Relative energy (zero: lowest compared OMol25 entry of this formula, charge and spin): 201.7 kJ/mol
- SMILES: NCC[NH2+]CCN
- Spin multiplicity: 1
- E_LUMO: -3.050 eV
- Calculated total energy: -8837.9317 eV
- Net charge: +1

[8]
DFT (ωB97M-V with the def2-TZVPD basis set) results for a structure of composition C29H49AgN2O14 at a distorted geometry.

Geometry as XYZ:
```
95
C29H49AgN2O14 (ωB97M-V with the def2-TZVPD basis set)
Ag -0.176 3.792 1.757
O -6.890 2.474 0.301
O -4.797 3.228 0.302
O 0.474 -2.027 -1.720
O -3.391 2.282 -3.103
O -2.170 1.105 0.744
O -0.114 1.740 0.816
O -0.696 0.047 -0.410
O -4.123 3.162 5.053
O -3.118 4.170 -1.943
O 2.043 -2.840 5.108
O -4.199 1.025 5.665
O 3.085 -0.862 5.032
O 4.268 2.866 2.395
O 2.154 3.312 1.928
N -1.020 0.952 0.381
N 1.727 -2.440 -2.023
C 3.749 -4.130 -3.068
C 2.086 -3.610 -1.223
C 1.146 -4.805 -1.405
C -3.924 -0.042 3.548
C 5.371 4.283 0.888
C -7.594 1.282 -0.078
C 2.280 -1.829 4.528
C -1.155 2.890 -2.624
C 1.119 -3.031 -4.334
C 2.043 -0.749 -3.779
C 5.596 3.124 1.857
C -5.195 0.896 -0.191
C -5.555 2.313 0.155
C 2.070 -3.215 0.269
C 3.522 -2.731 -3.625
C -4.161 -0.268 5.048
C -2.631 3.221 -2.459
C 3.384 0.148 4.060
C -6.548 0.147 -0.111
C 3.317 3.385 1.619
C -1.151 1.836 -3.739
C 1.657 -1.306 3.253
C -4.251 1.467 3.335
C 2.069 -2.238 -3.454
C -4.226 2.016 4.746
C 3.532 -4.007 -1.549
C -2.587 1.298 -3.742
C 2.654 -0.230 2.751
C 3.939 4.047 0.408
H 3.839 3.292 -0.378
H -4.593 -0.657 2.944
H -0.389 1.081 -3.554
H -0.861 2.345 -4.662
H 2.364 -0.126 -2.940
H 3.423 4.970 0.167
H -3.303 -0.778 5.493
H 5.937 2.234 1.329
H -4.740 0.782 -1.168
H -3.484 2.002 2.787
H 0.553 -1.160 -1.238
H -2.985 1.077 -4.727
H 1.557 -5.622 -0.812
H 1.363 -2.824 -5.374
H 1.066 -5.142 -2.431
H 1.460 -2.073 2.511
H -2.921 -0.310 3.218
H 0.175 -4.604 -0.952
H -5.196 1.467 2.802
H 1.056 -0.404 -4.082
H 3.865 -4.954 -1.132
H 4.768 -4.461 -3.253
H 6.106 4.389 0.094
H -4.520 0.537 0.582
H 0.700 -0.888 3.571
H 2.000 0.554 2.377
H 2.814 -2.439 0.464
H 2.987 1.106 4.388
H -0.845 2.499 -1.655
H 4.245 -2.005 -3.240
H 3.731 -2.674 -4.701
H -2.585 0.388 -3.131
H -8.024 1.440 -1.061
H 3.051 -4.780 -3.589
H 1.249 -4.106 -4.223
H 4.457 0.176 3.890
H -6.644 -0.586 0.684
H 5.417 5.216 1.453
H 3.291 -0.673 1.989
H 4.186 -3.204 -1.207
H 1.104 -2.781 0.533
H 0.072 -2.833 -4.111
H -0.618 3.787 -2.913
H -8.319 1.105 0.710
H 6.210 3.381 2.711
H 2.738 -0.521 -4.586
H 2.300 -4.075 0.888
H -5.023 -0.909 5.229
H -6.647 -0.388 -1.058
```

Computed properties:
- Kohn-Sham gap (alpha / beta): 0.293 / 0.180 Ha
- Relative energy (zero: lowest compared OMol25 entry of this formula, charge and spin): 95.4 kJ/mol
- Spin multiplicity: 2
- E_LUMO (alpha / beta): -3.310 / -6.378 eV
- Calculated total energy: -66500.1088 eV
- Net charge: +1
- <S²>: 0.754

[9]
DFT (ωB97M-V with the def2-TZVPD basis set) results for the molecule C5H8O at a distorted geometry.

Geometry as XYZ:
```
14
C5H8O (ωB97M-V with the def2-TZVPD basis set)
O 0.635 -0.845 -2.021
C 0.816 -0.232 -0.719
C -1.176 1.630 1.043
C -0.299 -0.573 0.212
C -1.154 0.136 0.937
C 1.710 -1.360 -1.221
H 1.632 -2.469 -0.964
H -0.425 -1.663 0.174
H -2.288 1.936 1.213
H -0.927 2.146 -0.004
H -1.809 -0.418 1.689
H -0.409 1.991 1.947
H 2.707 -1.116 -1.564
H 0.989 0.837 -0.722
```

Computed properties:
- Kohn-Sham gap: 0.379 Ha
- Relative energy (zero: lowest compared OMol25 entry of this formula, charge and spin): 295.7 kJ/mol
- SMILES: C/C=C\[C@H]1CO1
- Spin multiplicity: 1
- E_LUMO: 1.053 eV
- Calculated total energy: -7359.1910 eV